(1)
A molecular structure, C43H48LaN4OPSSi at a distorted geometry. Source: the OMol25 dataset; level of theory: ωB97M-V/def2-TZVPD.

Results
net charge	+1
<S²>	0.7537
highest occupied orbital energy (spin up / spin down)	-7.991 / -9.441	eV
spin multiplicity	2
energy above the lowest of the compared OMol25 structures with the same formula, charge and spin	0.0	kJ/mol
frontier orbital gap (spin up / spin down)	4.9 / 6.3	eV
E_tot	-82232.996	eV

XYZ file:
```
100
C43H48LaN4OPSSi (ωB97M-V/def2-TZVPD)
La -2.13640 0.56997 0.15747
C 10.10177 -7.64524 0.32550
O 8.76555 -8.08299 0.15401
C 7.78659 -7.16329 0.14779
C 6.48184 -7.65802 0.04904
C 5.41036 -6.79928 0.04894
C 5.60278 -5.41524 0.15076
C 6.90472 -4.93095 0.22852
C 7.99131 -5.78966 0.22955
C 4.43579 -4.54450 0.16279
N 3.19047 -4.94775 0.02781
C 2.42644 -3.82218 0.08709
C 3.21878 -2.70116 0.26661
N 4.50093 -3.18209 0.31375
C 2.68262 -1.39526 0.40611
C 3.44395 -0.24248 0.65945
C 2.80318 0.95544 0.84411
C 1.41113 0.98900 0.75605
N 0.67193 -0.07026 0.48154
C 1.27752 -1.26212 0.31456
C 0.43859 -2.41648 0.06688
N -0.89054 -2.21666 -0.06432
C -1.66710 -3.26951 -0.25786
C -1.18964 -4.58253 -0.31694
C 0.15864 -4.80097 -0.20627
C 1.00815 -3.70061 -0.01720
H 10.70708 -8.54528 0.36996
H 10.22206 -7.08775 1.25777
H 10.43007 -7.02804 -0.51421
H 6.34775 -8.72857 -0.02961
H 4.40044 -7.17596 -0.03160
H 7.10135 -3.86630 0.28059
H 8.98956 -5.37845 0.28665
H 5.34396 -2.64866 0.42623
H 4.52274 -0.30699 0.72100
H 3.35676 1.85915 1.05403
H 0.86914 1.90731 0.92278
H -2.72639 -3.07447 -0.37345
H -1.88464 -5.39868 -0.45566
H 0.59862 -5.78869 -0.24760
C -5.90804 0.46870 -1.21932
Si -4.93966 -0.50265 0.11257
C -5.81745 -0.25955 1.80506
C -5.25069 -2.37095 -0.15306
C -6.02508 -2.89328 -1.18825
C -6.34271 -4.24561 -1.23598
C -5.90122 -5.10120 -0.23882
C -5.11991 -4.60520 0.79661
C -4.79309 -3.25853 0.82641
H -6.96284 0.18092 -1.20268
H -5.52728 0.28737 -2.22733
H -5.85734 1.54469 -1.03585
H -6.88976 -0.09939 1.66075
H -5.43771 0.57489 2.39136
H -5.70860 -1.15877 2.41336
H -6.39179 -2.24277 -1.97470
H -6.94187 -4.63287 -2.05063
H -6.16318 -6.15122 -0.26517
H -4.77318 -5.26443 1.58342
H -4.16803 -2.88452 1.63418
S -4.79412 3.03922 2.12572
C -3.63015 2.79545 1.14715
C -2.47569 3.39386 -2.52593
C -2.06958 4.68035 -1.77875
C -3.34661 5.33332 -1.23870
C -1.44002 5.63446 -2.79063
P -0.92532 4.01437 -0.37936
C -1.22407 5.04893 1.11033
C -1.38929 6.43208 1.08535
C -1.59212 7.14074 2.25944
C -1.59104 6.48484 3.48210
C -1.39564 5.11350 3.52679
C -1.22436 4.40487 2.34809
C 0.87845 4.57096 -0.72502
C 1.63120 4.44768 0.61711
C 1.14361 5.99427 -1.22637
C 1.41671 3.58818 -1.77569
H -3.02854 3.64154 -3.43447
H -3.12780 2.77598 -1.89496
H -1.59938 2.80585 -2.81848
H -4.09335 5.35401 -2.03727
H -3.18457 6.35814 -0.91453
H -3.75512 4.77093 -0.40922
H -2.19417 5.87475 -3.54448
H -0.59571 5.17779 -3.30808
H -1.12466 6.57166 -2.33686
H -1.36501 6.96934 0.14705
H -1.75946 8.20946 2.22147
H -1.73334 7.04218 4.39859
H -1.39241 4.59375 4.47642
H -1.08458 3.33050 2.38754
H 1.61795 5.40531 1.13659
H 2.67392 4.17450 0.43795
H 1.19903 3.72624 1.30857
H 0.59032 6.74246 -0.66098
H 0.93464 6.11877 -2.28488
H 2.20695 6.20372 -1.08059
H 1.25958 2.54769 -1.49210
H 2.48618 3.74294 -1.94277
H 0.90919 3.74599 -2.73074
```

(2)
A molecular structure, C43H48N2O3P2Ti at a distorted geometry. Source: the OMol25 dataset; level of theory: ωB97M-V/def2-TZVPD.

Results
<S²>	2.0163
highest occupied orbital energy (spin up / spin down)	-6.419 / -7.227	eV
spin multiplicity	3
energy above the lowest of the compared OMol25 structures with the same formula, charge and spin	0.0	kJ/mol
frontier orbital gap (spin up / spin down)	6.8 / 7.4	eV
E_tot	-96183.191	eV

XYZ file:
```
99
C43H48N2O3P2Ti (ωB97M-V/def2-TZVPD)
Ti -0.79896 -0.30842 -0.82386
C 0.97239 1.44575 -1.49902
C 0.18613 0.86107 -2.48600
C 0.71335 -0.15832 -3.48566
C 0.56019 -1.65427 -3.09744
C 0.61310 -1.94760 -1.61845
C 1.48614 -1.33116 -0.75206
C 2.64019 -0.48008 -1.16920
C 2.37644 1.05937 -1.22014
C -2.41026 -1.52778 -1.02609
H 0.66729 2.42480 -1.10724
H -0.68106 1.45228 -2.80426
H 1.77563 0.02647 -3.72446
H 0.14928 -0.00683 -4.42013
H -0.38342 -2.05201 -3.51271
H 1.33904 -2.22242 -3.63919
H 0.11040 -2.86051 -1.29098
H 1.58105 -1.72855 0.25715
H 3.04904 -0.80701 -2.13898
H 3.45080 -0.63784 -0.43497
H 2.69885 1.49759 -0.25681
H 3.07985 1.47270 -1.97252
H -2.88131 -1.50181 -0.02228
H -2.10815 -2.57590 -1.24338
H -3.15309 -1.19512 -1.78014
P -5.08694 -1.76785 -6.75232
P -4.66362 -4.49324 -5.96250
C -3.85755 -2.66437 -7.73742
C -3.70457 -3.97402 -7.40541
C -6.08979 -1.00836 -8.10578
C -5.67280 -0.96323 -9.44600
C -6.46736 -0.34522 -10.41686
C -7.70270 0.20286 -10.06675
C -8.15665 0.11699 -8.74124
C -7.35982 -0.49419 -7.76962
C -4.04799 -0.39283 -6.13090
C -3.34454 -0.65422 -4.93885
C -2.53228 0.33341 -4.39886
C -2.45720 1.60105 -4.98579
C -3.17652 1.85995 -6.15493
C -3.98058 0.86911 -6.72908
C -5.60151 -5.88685 -6.78755
C -6.54279 -5.56856 -7.78923
C -7.17895 -6.58621 -8.50745
C -6.88973 -7.93005 -8.22267
C -5.95387 -8.25203 -7.23551
C -5.31852 -7.23329 -6.51687
C -3.40930 -5.42018 -5.00956
C -3.78062 -5.87612 -3.72676
C -2.86818 -6.59812 -2.95925
C -1.57849 -6.84215 -3.44547
C -1.21234 -6.38802 -4.71584
C -2.12047 -5.66501 -5.49344
H -3.30747 -2.12523 -8.51399
H -3.10241 -4.69630 -7.96325
H -4.72703 -1.40958 -9.74826
H -6.11012 -0.29768 -11.45163
H -8.31721 0.69178 -10.82646
H -9.13115 0.52874 -8.47105
H -7.71587 -0.57451 -6.74112
H -3.45496 -1.61325 -4.42391
H -1.97507 0.10393 -3.49377
H -1.85413 2.38415 -4.51970
H -3.12741 2.84663 -6.61814
H -4.57099 1.07926 -7.61888
H -6.75148 -4.52245 -8.02805
H -7.89682 -6.33904 -9.29156
H -7.38970 -8.72469 -8.77606
H -5.70593 -9.29438 -7.02066
H -4.57382 -7.49688 -5.76474
H -4.78173 -5.66151 -3.34807
H -3.16495 -6.96440 -1.97552
H -0.85446 -7.37505 -2.82849
H -0.21404 -6.58407 -5.10765
H -1.82313 -5.29431 -6.47384
C 1.75499 3.17481 2.02439
C 2.04502 2.24884 3.19186
C 1.13167 1.01709 3.41035
C 1.65266 0.31631 4.72002
C 3.14088 0.00512 4.70642
C -0.29808 1.50046 3.61602
O -0.81498 1.78542 4.68624
N -1.02036 1.73582 2.42376
C -0.83430 0.98692 1.30594
O -1.67648 1.04347 0.33033
N 0.16892 0.12488 1.21749
C 1.16946 0.07109 2.18961
O 2.07788 -0.75277 2.06247
H 2.36592 2.93997 1.14773
H 2.03724 4.18605 2.34301
H 0.69839 3.18680 1.74091
H 3.07729 1.87642 3.13518
H 1.98213 2.82982 4.12844
H 1.44199 0.99232 5.56343
H 1.07021 -0.59697 4.90404
H 3.73408 0.88951 4.96278
H 3.38086 -0.76616 5.44430
H 3.43019 -0.36347 3.71850
H -1.95540 2.13015 2.53099
```